Entry A
Below is a single C3H5NS molecule, with properties calculated with the ωB97M-V functional and the def2-TZVPD basis.

The geometry in ORCA input format:
```
! RIJCOSX wB97M-V def2-TZVPD def2/J DEFGRID3
* xyz 0 1
C 0.100 1.054 -0.376
C 1.090 1.818 -0.008
C -0.345 -1.302 -0.191
N -0.472 -0.011 0.406
S -0.882 0.039 1.982
H -0.239 1.035 -1.393
H 1.501 2.472 0.697
H -1.137 -1.898 -0.590
H 0.327 -1.264 -0.989
H 0.057 -1.943 0.462
*
```

For the highest occupied orbital energy (spin up / spin down), the calculation gives -7.480 / -6.981 eV.


Entry B
Below is a single C3H5NS molecule, with properties calculated with the ωB97M-V functional and the def2-TZVPD basis.

The geometry in ORCA input format:
```
! RIJCOSX wB97M-V def2-TZVPD def2/J DEFGRID3
* xyz 0 1
C 1.552 -1.183 0.010
C 1.733 0.096 -0.043
N 0.726 1.003 0.128
C -0.593 0.817 0.086
S -1.672 -0.425 -0.061
H 0.612 -1.826 0.704
H 2.704 -1.378 -0.265
H 2.502 0.747 -0.496
H 0.740 1.920 -0.166
H -1.029 1.937 -0.018
*
```

For the highest occupied orbital energy, the calculation gives -8.437 eV. As for the SMILES: C=CNC=S.


Which of them is most stable? Easy: entry B.


Entry A
Below is a single C3H5NS molecule, with properties calculated with the ωB97M-V functional and the def2-TZVPD basis.

The geometry in ORCA input format:
```
! RIJCOSX wB97M-V def2-TZVPD def2/J DEFGRID3
* xyz 0 1
C 0.178 1.198 0.163
C 0.108 -0.196 -0.409
S 1.371 -1.386 -0.041
C -1.173 -0.881 -0.218
N -2.137 -1.442 0.093
H 1.189 1.631 0.102
H -0.189 1.243 1.204
H -0.419 1.780 -0.536
H 0.248 -0.068 -1.472
H 0.826 -1.880 1.114
*
```

For the highest occupied orbital energy, the calculation gives -9.762 eV. As for the SMILES: C[C@@H](S)C#N.


Entry B
Below is a single C3H5NS molecule, with properties calculated with the ωB97M-V functional and the def2-TZVPD basis.

The geometry in ORCA input format:
```
! RIJCOSX wB97M-V def2-TZVPD def2/J DEFGRID3
* xyz 0 1
S 2.484 -0.293 -0.309
C 1.390 0.753 0.188
N -0.058 0.334 0.566
C -1.052 0.162 -0.440
C -0.580 -1.002 0.326
H 1.504 1.772 0.347
H -0.793 0.548 -1.384
H -1.924 0.751 -0.161
H -0.968 -1.446 1.183
H -0.003 -1.580 -0.316
*
```

For the highest occupied orbital energy, the calculation gives -8.886 eV. As for the SMILES: S=CN1CC1.


Which of them is most stable? Easy: entry A.


Entry A
Below is 2 unconnected molecules or ions with the total composition C3H8NO, with properties calculated with the ωB97M-V functional and the def2-TZVPD basis.

The geometry in ORCA input format:
```
! RIJCOSX wB97M-V def2-TZVPD def2/J DEFGRID3
* xyz 1 1
C -1.520 -0.078 2.261
N -0.448 0.513 1.929
H -2.222 0.231 3.025
H -1.777 -0.992 1.732
H 0.064 -0.012 1.194
H -0.049 1.232 2.521
O 0.549 -0.629 -0.318
C 0.875 -0.601 -1.485
C 0.595 0.609 -2.328
H 1.247 -1.523 -1.940
H 1.107 0.674 -3.282
H -0.489 0.693 -2.443
H 0.881 1.443 -1.704
*
```

For the highest occupied orbital energy, the calculation gives -14.343 eV.


Entry B
Below is 3 unconnected molecules or ions with the total composition C3H8NO, with properties calculated with the ωB97M-V functional and the def2-TZVPD basis.

The geometry in ORCA input format:
```
! RIJCOSX wB97M-V def2-TZVPD def2/J DEFGRID3
* xyz 1 1
C -3.877 0.505 0.345
C -0.509 0.085 -0.738
C -1.403 -1.853 0.216
N -1.633 -0.645 -0.463
O -4.963 0.711 0.065
H 4.108 4.069 2.195
H 3.706 4.613 2.285
H -0.516 0.376 -1.860
H -0.804 0.990 -0.099
H 0.438 -0.165 -0.267
H -2.282 -2.401 0.707
H -1.164 -2.410 -0.703
H -0.406 -1.736 0.757
*
```

For the highest occupied orbital energy, the calculation gives -16.629 eV.


Entry C
Below is 2 unconnected molecules or ions with the total composition C3H8NO, with properties calculated with the ωB97M-V functional and the def2-TZVPD basis.

The geometry in ORCA input format:
```
! RIJCOSX wB97M-V def2-TZVPD def2/J DEFGRID3
* xyz 1 1
C -1.222 -0.661 -0.049
C 0.028 -0.297 0.580
C 0.268 0.845 -0.230
N -1.014 0.796 0.308
O 0.682 -0.758 1.657
H -1.163 -0.851 -1.152
H -1.843 -1.422 0.493
H 1.668 -0.256 -1.921
H 1.494 -0.932 -1.703
H 0.316 0.836 -1.291
H 0.916 1.578 0.191
H -1.546 1.419 0.915
H 1.414 -0.296 2.202
*
```

For the highest occupied orbital energy, the calculation gives -15.996 eV.


Entry D
Below is a gas-phase ion, C3H8NO (charge +1), with properties calculated with the ωB97M-V functional and the def2-TZVPD basis.

The geometry in ORCA input format:
```
! RIJCOSX wB97M-V def2-TZVPD def2/J DEFGRID3
* xyz 1 1
C 1.032 1.514 -0.095
C 0.682 0.016 -0.087
N -0.587 -0.341 -0.273
C -1.274 -1.387 0.322
O -1.387 0.578 -1.295
H 1.076 2.054 -1.113
H 0.178 1.913 0.549
H 1.971 1.627 0.541
H 1.247 -0.492 0.785
H 1.270 -0.418 -1.016
H -0.502 -2.197 0.407
H -2.312 -1.801 -0.052
H -1.395 -1.065 1.327
*
```

For the highest occupied orbital energy (spin up / spin down), the calculation gives -16.873 / -16.871 eV. As for the SMILES: CC[N+](C)=O.


Which of them is most stable? Easy: entry A.


Entry A
Below is 2 unconnected molecules or ions with the total composition C6H12NO2S, with properties calculated with the ωB97M-V functional and the def2-TZVPD basis.

The geometry in ORCA input format:
```
! RIJCOSX wB97M-V def2-TZVPD def2/J DEFGRID3
* xyz 1 3
C -0.540 -1.339 1.311
C -1.288 -2.262 -0.653
C -0.635 -3.560 -0.024
C -0.206 -0.184 2.161
C 0.954 3.135 -0.568
C 1.075 1.690 -1.116
N -1.022 -1.152 0.151
O 1.670 0.667 -0.316
O 1.278 -0.534 -0.598
S -0.150 -3.042 1.676
H -0.861 -2.191 -1.604
H -2.422 -2.616 -0.721
H -1.407 -4.236 0.112
H 0.234 -3.772 -0.490
H -0.372 0.751 1.610
H 0.711 -0.402 2.461
H -0.933 -0.132 3.079
H 1.720 3.472 -0.038
H 0.630 3.912 -1.322
H 0.117 2.974 0.068
H 1.841 1.843 -2.036
H 0.170 1.359 -1.648
*
```

Its expectation value of S² is 2.0244. For the highest occupied orbital energy (spin up / spin down), the calculation gives -13.385 / -13.672 eV.


Entry B
Below is 2 unconnected molecules or ions with the total composition C6H12NO2S, with properties calculated with the ωB97M-V functional and the def2-TZVPD basis.

The geometry in ORCA input format:
```
! RIJCOSX wB97M-V def2-TZVPD def2/J DEFGRID3
* xyz 1 3
C -3.784 0.579 0.824
C 2.173 0.408 -1.413
C 3.210 -0.170 -0.507
C 1.925 0.375 0.081
C 1.908 1.494 1.056
C -3.081 -1.280 -0.442
N -2.962 -0.033 0.103
O -0.652 -0.790 0.812
O 0.772 -2.021 -0.732
S 0.674 -1.219 0.469
H -3.657 1.515 1.254
H -4.759 0.144 1.085
H 2.402 1.476 -1.747
H 1.448 -0.048 -2.014
H 3.518 -1.204 -0.469
H 4.055 0.489 -0.371
H 2.457 1.194 1.901
H 0.926 1.822 1.290
H 2.531 2.273 0.562
H -3.079 -1.083 -1.478
H -3.872 -2.047 -0.138
H -2.154 -1.873 -0.125
*
```

Its expectation value of S² is 2.0184. For the highest occupied orbital energy (spin up / spin down), the calculation gives -12.188 / -13.815 eV.


Which of them is most stable? Easy: entry B.


Entry A
Below is 2 unconnected molecules or ions with the total composition C2H9NPS, with properties calculated with the ωB97M-V functional and the def2-TZVPD basis.

The geometry in ORCA input format:
```
! RIJCOSX wB97M-V def2-TZVPD def2/J DEFGRID3
* xyz 1 1
C -1.179 -1.063 -0.526
C -0.430 0.246 -0.760
N 1.518 0.088 1.971
P -0.307 1.200 -2.298
S 0.553 -1.257 -0.467
H -1.735 -1.266 0.368
H -1.746 -1.550 -1.401
H -0.483 0.889 0.055
H 2.424 0.341 1.498
H 1.705 -0.538 2.755
H 1.061 0.945 2.256
H -0.950 2.200 -1.671
H -1.371 0.560 -2.842
H 0.940 -0.794 1.063
*
```

For the highest occupied orbital energy, the calculation gives -13.510 eV.


Entry B
Below is a gas-phase ion, C2H9NPS (charge +1), with properties calculated with the ωB97M-V functional and the def2-TZVPD basis.

The geometry in ORCA input format:
```
! RIJCOSX wB97M-V def2-TZVPD def2/J DEFGRID3
* xyz 1 1
C 1.101 0.296 -0.971
C 0.469 0.559 0.366
N 0.414 -0.936 0.932
P -1.327 1.194 0.457
S -2.549 -0.470 -0.690
H 0.477 -0.516 -1.380
H 2.095 -0.077 -1.015
H 1.032 1.152 -1.657
H 1.191 1.045 0.997
H 0.029 -1.501 0.181
H 1.355 -1.197 1.220
H -0.103 -0.736 1.731
H -1.253 2.004 -0.714
H -2.930 -0.815 0.543
*
```

For the highest occupied orbital energy, the calculation gives -13.797 eV. As for the SMILES: C[C@H]([NH3+])PS.


Which of them is most stable? Easy: entry B.